# C5H6NS

2 unconnected molecules or ions with the total composition C5H6NS (the ωB97M-V functional and the def2-TZVPD basis, OMol25).

```
13
Properties=species:S:1:pos:R:3:forces:R:3:lowdin_charge:R:1
H -2.341 -1.193 1.505 -0.46 -0.21 0.61 0.044
H -2.914 0.052 0.324 -1.37 0.23 -1.09 0.004
H 3.254 0.119 -1.129 -1.88 -0.34 -0.50 0.162
C 0.661 0.427 0.920 0.96 -0.68 -2.43 -0.145
C 1.166 -0.367 -1.834 -0.81 0.90 -2.18 -0.323
S -0.488 -0.395 -1.450 1.34 -0.09 2.10 1.146
H 0.552 0.793 1.936 0.27 -0.02 -0.13 0.125
H -2.271 0.649 1.857 -0.01 1.10 1.50 0.020
N 1.853 0.502 0.287 -0.36 -0.22 1.05 0.095
C 2.127 0.040 -0.951 1.51 0.78 1.66 -0.158
H 1.316 -0.368 -2.942 0.29 -0.56 1.09 0.108
C -2.493 -0.164 1.252 4.35 -1.12 -2.43 0.243
C -0.422 -0.095 0.223 -3.82 0.23 0.74 -0.322
```
Positions in Å, forces in eV/Å.

The calculation puts the LUMO energy at -6.070 eV. The value obtained for the energy above the lowest of the compared OMol25 structures with the same formula, charge and spin is 77.38 kcal/mol. Its spin multiplicity is 1. The value obtained for the largest force on an atom is 5.11 eV/Å. The charge is +1.



# C5H6O

A single C5H6O molecule (the ωB97M-V functional and the def2-TZVPD basis, OMol25).

```
12
Properties=species:S:1:pos:R:3:forces:R:3:lowdin_charge:R:1
H -0.777 0.078 2.552 0.07 -0.01 -0.32 0.073
H 1.397 -0.090 -2.898 0.00 0.00 -0.22 0.085
C 0.570 -0.047 -2.230 1.10 -0.01 1.70 0.212
H -0.805 -0.005 -2.785 -1.19 0.06 0.89 0.182
C 0.189 0.016 2.042 -0.01 0.01 -0.07 -0.022
C -0.535 0.003 -1.613 -0.22 -0.01 -1.13 -0.222
H -2.053 0.079 0.007 0.49 -0.02 0.01 0.089
H 0.717 -0.889 2.360 -0.17 0.11 0.00 0.083
H 0.821 0.858 2.342 -0.18 -0.10 0.00 0.083
C -1.010 0.038 -0.294 0.29 -0.02 -0.26 -0.049
O 1.312 -0.045 -0.003 -0.22 0.00 -0.41 -0.031
C 0.175 0.003 0.521 0.05 -0.01 -0.19 -0.484
```
Positions in Å, forces in eV/Å.

The calculation puts the LUMO energy at 0.311 eV. The value obtained for the energy above the lowest of the compared OMol25 structures with the same formula, charge and spin is 100.32 kcal/mol. Its spin multiplicity is 1. The value obtained for the largest force on an atom is 2.03 eV/Å. The charge is 0.



# C5H6O

A single C5H6O molecule (the ωB97M-V functional and the def2-TZVPD basis, OMol25).

```
12
Properties=species:S:1:pos:R:3:forces:R:3:lowdin_charge:R:1
C -1.732 -0.067 0.067 0.03 -0.27 0.04 -0.108
C 0.826 -1.195 0.207 -1.45 3.35 -0.33 0.016
C 0.442 1.320 -0.215 -0.70 -0.93 0.59 -0.289
H 3.021 -0.424 -0.018 0.51 -0.73 -0.02 0.076
H -1.845 -0.886 -0.648 -0.34 -0.04 0.14 0.070
H 0.458 -2.243 0.383 0.66 1.49 -0.13 0.118
H -2.371 0.747 -0.312 0.58 -0.01 0.17 0.079
O 1.729 1.265 -0.419 0.09 -2.60 1.00 -0.082
C 1.982 -0.630 0.011 -1.06 2.35 -0.60 0.114
C -0.259 0.214 0.127 1.06 -2.19 -0.41 -0.199
H -2.139 -0.380 1.034 0.00 -0.05 -0.13 0.068
H -0.112 2.279 -0.216 0.62 -0.37 -0.32 0.137
```
Positions in Å, forces in eV/Å.

The calculation puts the LUMO energy at 0.588 eV. The value obtained for the energy above the lowest of the compared OMol25 structures with the same formula, charge and spin is 90.44 kcal/mol. Its spin multiplicity is 1. The value obtained for the largest force on an atom is 3.66 eV/Å. The charge is 0.



# C5H6O

A single C5H6O molecule (the ωB97M-V functional and the def2-TZVPD basis, OMol25).

```
12
Properties=species:S:1:pos:R:3:forces:R:3:lowdin_charge:R:1
H 0.594 1.110 -1.067 -0.50 -0.33 -0.46 0.139
H 0.516 1.174 0.599 -0.09 -0.66 -0.04 0.122
H 1.203 -1.333 1.250 1.58 -0.05 -1.33 0.140
H -1.637 1.838 -0.368 -1.22 3.05 -0.36 0.067
C 1.782 -1.077 0.253 -4.03 1.87 0.37 -0.135
C 0.396 -0.810 -0.396 2.23 0.09 0.95 0.005
C -2.524 0.134 0.010 -0.35 -0.44 -0.19 -0.178
H 2.467 -0.224 0.334 -0.19 -0.08 0.35 0.067
H 2.146 -1.857 -0.311 1.31 -2.23 -0.22 0.017
C 0.057 0.602 -0.246 -1.03 0.13 0.88 -0.298
C -1.449 0.853 -0.232 1.04 -1.84 0.11 -0.108
O -3.550 -0.409 0.175 1.25 0.49 -0.07 0.161
```
Positions in Å, forces in eV/Å.

The calculation puts the LUMO energy at 0.057 eV. The value obtained for the energy above the lowest of the compared OMol25 structures with the same formula, charge and spin is 114.62 kcal/mol. Its spin multiplicity is 1. The value obtained for the largest force on an atom is 4.46 eV/Å. The charge is 0.



# C5H6O

A single C5H6O molecule (the ωB97M-V functional and the def2-TZVPD basis, OMol25).

```
12
Properties=species:S:1:pos:R:3:forces:R:3:lowdin_charge:R:1
C 0.497 -1.377 0.160 0.50 -0.16 0.01 -0.216
H -1.546 1.518 0.672 0.09 -0.07 -0.04 0.077
H -1.142 1.109 -1.078 0.10 -0.03 0.14 0.090
O -0.675 -1.494 -0.612 0.04 0.07 0.00 -0.020
H 2.193 1.437 -0.982 -0.10 -0.13 0.10 0.066
C 1.574 0.760 -0.409 -0.03 -0.33 -0.04 0.023
H -1.431 -0.859 1.249 0.11 0.05 -0.12 0.136
C -0.999 -0.498 0.317 -0.34 0.40 0.06 -0.268
C -1.046 0.854 -0.026 -0.27 -0.22 -0.05 -0.038
H 0.640 -2.154 0.906 -0.04 0.13 -0.09 0.131
C 1.471 -0.496 -0.224 -0.20 0.34 0.01 -0.058
H 0.463 1.198 0.026 0.15 -0.05 0.00 0.077
```
Positions in Å, forces in eV/Å.

The calculation puts the LUMO energy at 0.771 eV. The value obtained for the energy above the lowest of the compared OMol25 structures with the same formula, charge and spin is 111.36 kcal/mol. Its spin multiplicity is 1. The value obtained for the largest force on an atom is 0.52 eV/Å. The charge is 0.



# C5H6O

A single C5H6O molecule (the ωB97M-V functional and the def2-TZVPD basis, OMol25).

```
12
Properties=species:S:1:pos:R:3:forces:R:3:lowdin_charge:R:1
H 1.742 -0.203 -1.792 -0.10 -0.03 -0.07 0.122
C -0.885 0.895 0.921 0.15 0.62 -0.26 -0.146
H -0.488 3.128 0.813 -0.18 -0.06 0.15 0.026
C 0.730 -0.457 -1.415 -0.21 -0.10 -0.24 -0.259
C -0.777 -0.535 0.615 -0.02 0.02 -0.02 -0.200
H 1.321 0.013 0.576 -0.03 -0.23 -0.10 0.114
C -0.689 2.084 0.874 -0.18 -0.43 0.16 0.111
H -1.496 -0.757 -0.182 0.14 -0.13 0.11 0.112
H 1.082 -1.695 0.235 -0.14 -0.02 0.03 0.122
C 0.655 -0.698 0.074 0.04 -0.11 -0.03 -0.168
H -0.989 -1.210 1.451 0.10 0.34 -0.03 0.113
O -0.205 -0.565 -2.170 0.43 0.13 0.30 0.053
```
Positions in Å, forces in eV/Å.

The calculation puts the LUMO energy at 0.940 eV. The value obtained for the energy above the lowest of the compared OMol25 structures with the same formula, charge and spin is 47.05 kcal/mol. Its spin multiplicity is 1. As for the SMILES: C#CCCC=O. The value obtained for the largest force on an atom is 0.69 eV/Å. The charge is 0.



energy above the lowest of the compared OMol25 structures with the same formula, charge and spin of number 4 (C5H6O)?
114.62 kcal/mol



What is the formula in the fourth record?
C5H6O



Please write out number 1 again, unchanged.
# C5H6NS

2 unconnected molecules or ions with the total composition C5H6NS (the ωB97M-V functional and the def2-TZVPD basis, OMol25).

```
13
Properties=species:S:1:pos:R:3:forces:R:3:lowdin_charge:R:1
H -2.341 -1.193 1.505 -0.46 -0.21 0.61 0.044
H -2.914 0.052 0.324 -1.37 0.23 -1.09 0.004
H 3.254 0.119 -1.129 -1.88 -0.34 -0.50 0.162
C 0.661 0.427 0.920 0.96 -0.68 -2.43 -0.145
C 1.166 -0.367 -1.834 -0.81 0.90 -2.18 -0.323
S -0.488 -0.395 -1.450 1.34 -0.09 2.10 1.146
H 0.552 0.793 1.936 0.27 -0.02 -0.13 0.125
H -2.271 0.649 1.857 -0.01 1.10 1.50 0.020
N 1.853 0.502 0.287 -0.36 -0.22 1.05 0.095
C 2.127 0.040 -0.951 1.51 0.78 1.66 -0.158
H 1.316 -0.368 -2.942 0.29 -0.56 1.09 0.108
C -2.493 -0.164 1.252 4.35 -1.12 -2.43 0.243
C -0.422 -0.095 0.223 -3.82 0.23 0.74 -0.322
```
Positions in Å, forces in eV/Å.

The calculation puts the LUMO energy at -6.070 eV. The value obtained for the energy above the lowest of the compared OMol25 structures with the same formula, charge and spin is 77.38 kcal/mol. Its spin multiplicity is 1. The value obtained for the largest force on an atom is 5.11 eV/Å. The charge is +1.